C4H13NO3 | ωB97M-V/def2-TZVPD

Geometry as XYZ:
```
21
Properties=species:S:1:pos:R:3:lowdin_charge:R:1
H -3.19034 0.64556 -1.02024 0.018
H 2.71386 0.04124 1.37515 0.130
H 2.29605 -0.82177 -1.21448 0.134
H 1.22024 0.65685 -1.25675 0.119
O -0.89022 2.11893 2.63347 -0.050
H 0.92568 -2.88578 -1.11484 0.084
O 2.94596 1.58481 0.09787 0.035
C 1.60394 -0.16096 -0.66735 -0.164
C 0.19030 -2.08501 -0.97033 -0.096
N 0.67935 -1.08664 -0.01388 -0.304
H -0.91569 -1.26431 1.35907 0.096
H -1.19309 -0.13583 0.14241 0.076
H -1.46005 2.86711 2.71089 0.023
H -0.45884 2.24034 1.77817 0.029
H -0.66382 -2.59264 -0.49865 0.082
H -2.69796 0.91372 -2.38681 0.022
H -0.07037 -1.55504 -1.90310 0.087
C 2.46987 0.51882 0.41111 -0.234
H 0.11528 0.18973 1.47405 0.065
O -3.25180 1.30781 -1.71614 -0.054
C -0.36837 -0.49694 0.78038 -0.098
```

Values from the calculation:
- maximum force (eV/A) = 3.05
- highest occupied orbital energy (Eh) = -0.327
- total charge = 0
- LUMO level (Ha) = 0.01884
- E (eV) = -11989.920
- ΔE to the lowest compared entry with this formula, charge and spin (kcal/mol) = 58.84
- SMILES = CN(C)CC=O.O.O
- multiplicity = 1
- Kohn-Sham gap (hartree) = 0.3460